A molecular structure, C6H4Br4O2, computed with ωB97M-V with the def2-TZVPD basis set.

The LUMO energy is -0.04613 Ha. As for the charge: 0. The frontier orbital gap is 8.615 eV. The value obtained for the energy above the lowest of the compared OMol25 structures with the same formula, charge and spin is 0.00 kJ/mol. The calculation puts the total energy at -10677.53559 a.u.

Each line ends with the Mulliken charge.
Geometry (Å):
H1 0.101 -1.349 -1.777  0.4333
Br1 -4.283 -1.756 -0.175  -0.1021
Br2 -1.037 1.371 -2.138  -0.1929
C1 -2.493 -1.107 -0.155  0.0179
C2 -0.015 -1.439 -0.718  -0.2619
O1 -1.714 -3.208 -0.789  -0.5423
H2 1.145 0.241 -0.033  0.3987
Br3 1.124 -2.944 -0.292  -0.1017
O2 -0.799 1.981 0.619  -0.5556
C3 -2.267 0.172 0.142  -0.0412
C4 0.155 -0.163 0.151  -0.7441
H3 0.021 -0.446 1.277  0.3675
C5 -1.473 -2.053 -0.516  0.3880
C6 -0.936 0.798 -0.064  0.6169
H4 0.144 2.127 0.928  0.3826
Br4 -3.783 1.303 0.642  -0.0630

***

A gas-phase ion, C6H4Cl2FO3S (charge -1), computed with ωB97M-V with the def2-TZVPD basis set.

The LUMO energy is 0.09906 Ha. As for the charge: -1. As for the SMILES: O=S(=O)([O-])\C(F)=C/C=C\C(Cl)=C\Cl. The frontier orbital gap is 8.341 eV. The calculation puts the total energy at -1875.18849 a.u.

Each line ends with the Mulliken charge.
Geometry (Å):
C1 1.926 1.180 -0.554  -0.4477
C2 1.944 -0.105 -0.291  0.5170
F1 -2.682 2.265 1.085  -0.2948
Cl1 3.411 2.082 -0.688  -0.2161
C3 0.799 -0.934 -0.176  -0.7321
C4 -0.351 -0.424 0.143  0.0227
H1 -0.044 1.672 0.982  0.4633
H2 1.094 1.756 -1.011  0.4573
O1 -2.769 0.249 -1.789  -0.6504
Cl2 3.391 -0.963 0.373  -0.2276
C5 -0.773 0.883 0.635  -0.4871
C6 -2.061 1.150 0.513  0.1904
O2 -4.560 0.810 -0.203  -0.6418
H3 0.831 -1.964 -0.453  0.3862
S1 -3.300 0.120 -0.427  1.1664
H4 -1.270 -1.274 0.129  0.2077
O3 -3.185 -1.275 0.068  -0.7134

***

2 unconnected molecules or ions with the total composition C6H4Cl2NO2P, computed with ωB97M-V with the def2-TZVPD basis set.

The LUMO energy (spin up / spin down) is -0.06928 / -0.06160 Ha. As for the charge: 0. The frontier orbital gap (spin up / spin down) is 7.800 / 7.939 eV. The value obtained for the energy above the lowest of the compared OMol25 structures with the same formula, charge and spin is 326.96 kJ/mol. The calculation puts the total energy at -1697.78258 a.u.

Each line ends with the Mulliken charge.
Geometry (Å):
H1 -3.083 1.886 0.218  0.2496
H2 -0.766 2.845 -0.139  0.4133
P1 2.312 -1.799 -0.728  0.1217
Cl1 -1.078 -2.661 -0.227  -0.1872
N1 3.048 -0.605 0.360  0.8598
O1 3.297 0.503 -0.060  -0.5333
C1 -1.031 -0.943 -0.160  0.1070
C2 -2.142 1.191 0.064  -0.4113
O2 3.227 -0.991 1.513  -0.5440
C3 0.226 1.152 -0.403  -0.9386
C4 -2.278 -0.169 0.009  0.3748
C5 0.052 -0.197 -0.399  0.2548
H3 1.124 1.531 -0.646  0.6004
C6 -0.896 1.829 -0.126  -0.3089
H4 1.777 -2.614 0.471  0.1153
Cl2 -3.788 -0.957 0.253  -0.1733

***

A molecular structure, C6H4Cl3N2O2, computed with ωB97M-V with the def2-TZVPD basis set.

The LUMO energy is 0.09908 Ha. As for the charge: -1. The frontier orbital gap is 8.089 eV. The value obtained for the energy above the lowest of the compared OMol25 structures with the same formula, charge and spin is 58.85 kJ/mol. The calculation puts the total energy at -1871.61264 a.u.

Each line ends with the Mulliken charge.
Geometry (Å):
H1 1.473 2.161 0.202  0.2168
C1 3.284 0.217 0.279  0.7240
O1 3.580 -0.891 0.134  -0.4686
H2 -2.674 -0.803 -1.106  0.1075
C2 -1.646 0.734 0.045  0.6784
C3 0.928 -1.111 0.381  -0.1530
H3 -0.957 2.505 0.575  0.4754
Cl1 0.152 -3.864 0.478  -0.2161
C4 0.661 -2.311 0.467  0.2602
O2 3.581 1.378 0.386  -0.5819
C5 0.723 1.242 0.178  0.3140
Cl2 -3.184 1.564 0.387  -0.2130
C6 -0.611 1.592 0.337  -0.9913
N1 -1.762 -0.361 -0.659  -0.1792
N2 1.394 0.121 0.293  -0.3225
H4 -0.808 -0.664 -0.881  0.0923
Cl3 -4.136 -1.508 -1.498  -0.7430

***

| no. | strongest force on any atom (eV/A) |
| --- | --- |
| 1 | 2.72 |
| 2 | 5.51 |
| 3 | 4.24 |
| 4 | 4.24 |